Model a:
7
Properties=species:S:1:pos:R:3:lowdin_charge:R:1 method="wB97M-V/def2-TZVPD" gap_ev="8.14 / 8.64" charge=0 e_lumo_ev="-0.91 / -1.69" homo_energy_ev="-9.05 / -10.34"
C -1.012 -1.050 0.875 -0.7797
F -1.610 -1.806 1.827 -0.0249
F -1.236 -1.656 -0.306 -0.0280
P -1.813 0.671 0.839 0.4722
Br -0.751 1.457 2.559 0.1895
H 0.073 -1.043 1.067 0.0988
H 0.090 1.269 -1.139 0.0721

***

Model b:
7
Properties=species:S:1:pos:R:3:lowdin_charge:R:1 method="wB97M-V/def2-TZVPD" gap_ev="8.18 / 8.18" charge=0 e_lumo_ev="-1.51 / -1.51" homo_energy_ev="-9.70 / -9.70"
C 0.465 -0.275 0.475 -0.7818
F 0.919 -1.589 0.371 -0.0609
F 1.408 0.337 1.211 -0.0292
P 0.252 0.799 -1.061 0.4746
Br -1.044 -0.588 -2.099 0.1916
H -0.570 -0.476 1.052 0.1324
H -1.431 1.792 0.051 0.0732

***

Short version: model a is the least stable of them.

***

Model a:
12
Properties=species:S:1:pos:R:3:lowdin_charge:R:1 method="wB97M-V/def2-TZVPD" smiles="O=CO.CSS" gap_ev=8.69 charge=0 e_lumo_ev=0.45 homo_energy_ev=-8.25
O -0.969 -1.499 2.179 0.0844
C -0.178 -2.343 2.467 -0.3666
O -0.300 -3.736 2.483 0.0233
H 0.901 -2.105 2.778 0.1436
H 0.548 -4.233 2.561 0.1151
C -0.306 2.049 -2.801 -0.3351
S 1.233 2.088 -1.453 0.2686
S -0.117 2.212 0.081 0.2294
H -1.345 2.128 -2.442 0.0278
H 0.089 1.257 -3.348 -0.0370
H 0.003 2.993 -3.352 0.0258
H 0.442 1.189 0.844 -0.1793

***

Model b:
12
Properties=species:S:1:pos:R:3:lowdin_charge:R:1 method="wB97M-V/def2-TZVPD" smiles="O=CO.CSS" gap_ev=9.32 charge=0 e_lumo_ev=0.51 homo_energy_ev=-8.80
O -1.759 1.402 0.282 0.0847
C -1.736 1.100 -0.842 -0.4096
O -2.012 -0.195 -1.339 -0.0276
H -1.461 1.796 -1.686 0.1544
H -2.027 -0.783 -0.514 0.1287
C 0.896 -1.230 0.984 -0.4411
S 1.194 -0.675 -0.734 0.3465
S 2.539 0.825 -0.440 0.3251
H 1.860 -1.293 1.460 0.0180
H 0.384 -2.122 1.059 0.0028
H 0.387 -0.391 1.474 0.0294
H 1.735 1.564 0.295 -0.2112

***

Short version: model a is the least stable of them.